The following is a DFT calculation (the ωB97M-V functional and the def2-TZVPD basis) of a molecular structure, CH33O19Pb in a non-equilibrium geometry.

Maximum force   4.10 eV/A
Orbital gap   8.5 eV
Charge   +1
LUMO   -3.63 eV
Energy relative to the best compared isomer or geometry (same formula, charge and spin)   0.0 kJ/mol
Molecular weight   556.5 g/mol

The geometry in XYZ format:
```
54
Properties=species:S:1:pos:R:3:forces:R:3
Pb -0.89823 -2.34887 -1.97044 -0.247 -0.900 0.383
C -0.32613 0.25133 0.08217 1.035 3.061 -1.147
O -0.76646 -0.75893 -0.44622 -1.705 -3.632 -0.843
O 0.96603 0.44614 0.01092 1.603 0.217 0.918
O -1.01992 1.21298 0.41856 -0.357 0.180 -0.133
H 1.44346 -0.32454 -0.35193 -0.227 0.105 -0.054
O -2.84494 -2.74614 -0.09985 1.285 -0.438 -0.608
H -3.54894 -3.32661 -0.36420 -0.660 -0.373 -0.018
H -3.22062 -1.87041 -0.00763 -0.616 0.811 0.281
O -2.62092 -0.90770 -2.54589 0.054 -0.579 -0.562
H -2.79872 -0.02570 -2.25462 0.298 1.728 1.106
H -3.28338 -1.03428 -3.20297 -0.915 -0.657 -1.016
O 0.23235 -3.46992 -0.16637 0.079 -0.318 -0.628
H 0.00863 -4.36759 0.04218 -0.441 -1.005 -0.049
H 0.73507 -3.21036 0.59800 1.021 1.193 1.414
O 0.03545 -0.58410 -3.28630 -0.184 -0.629 0.244
H 0.85997 -0.34044 -3.68756 0.673 0.461 -0.289
H -0.67173 -0.10327 -3.70002 -0.441 0.762 -0.466
O -3.61036 0.01003 -0.02641 0.658 0.165 -0.431
H -2.68776 0.32237 0.03958 0.010 -0.354 0.185
H -4.03384 0.78987 0.32410 -0.861 0.135 0.570
O -2.24336 1.87234 -1.97286 -0.246 -0.356 -0.567
H -1.85741 1.80341 -1.08158 -0.330 0.130 0.067
H -3.20436 1.94834 -1.90326 0.245 0.334 0.377
O -2.01678 1.64794 2.74950 -0.782 1.134 0.325
H -1.94654 0.76443 3.06292 -0.092 -1.282 0.843
H -1.61100 1.54902 1.89464 0.198 0.314 -0.251
O 2.18458 -1.36588 -1.59085 -1.057 -2.316 0.935
H 2.93358 -1.12504 -2.08772 1.498 0.949 -1.222
H 2.30658 -2.34537 -1.50228 -0.275 0.996 0.186
O 3.40490 1.35393 1.33127 2.181 -1.304 0.255
H 2.54577 1.43847 0.99873 -2.099 0.729 -0.567
H 3.64993 0.43844 1.04351 -0.044 1.241 0.664
O -1.61471 -1.35552 2.29526 0.289 0.061 -0.173
H -0.76320 -1.68186 2.60980 -0.054 0.038 0.285
H -1.47997 -1.26671 1.34181 -0.238 -0.278 0.295
O 1.34341 0.09340 3.33881 -1.539 -1.579 -0.073
H 1.03469 0.72697 2.68762 0.204 1.016 0.216
H 2.27743 0.15179 3.42200 1.244 0.612 -0.072
O 0.40075 3.82030 -0.54934 0.372 -0.929 0.171
H 0.84688 4.63377 -0.76229 -0.022 0.609 -0.031
H -0.54119 3.95439 -0.51356 -0.437 0.522 -0.089
O 1.95474 -2.19897 1.74763 -1.143 -0.489 -0.455
H 1.55188 -1.40934 2.16760 0.340 0.056 0.321
H 2.54159 -1.87357 1.05858 0.379 0.114 0.425
O 4.19729 -1.14390 0.71335 0.612 -0.362 -0.860
H 4.27422 -1.01886 -0.23532 -0.210 0.117 -0.328
H 5.12814 -1.22858 0.93512 0.248 -0.128 0.732
O 0.70043 2.00571 -2.56734 0.522 -0.116 -0.915
H 0.26123 1.30118 -2.12972 -0.592 -1.329 0.071
H 0.69459 2.60708 -1.82874 0.369 1.427 0.485
O 0.65692 2.58984 2.16750 0.161 -0.265 -1.171
H 0.08723 3.28796 2.51235 -0.027 -0.308 0.000
H 0.35277 2.41104 1.24180 0.262 0.712 1.266
```
Positions in Å, forces in eV/Å.

The following is a DFT calculation (the ωB97M-V functional and the def2-TZVPD basis) of a molecular structure, S7Sb2W in a non-equilibrium geometry.

Maximum force   2.05 eV/A
Orbital gap (alpha / beta)   6.0 / 4.8 eV
Charge   +1
Expectation value of S²   0.75
2S+1   2
LUMO (alpha / beta)   -6.42 / -7.53 eV
Energy relative to the best compared isomer or geometry (same formula, charge and spin)   19.8 kJ/mol
Molecular weight   651.8 g/mol

The geometry in XYZ format:
```
10
Properties=species:S:1:pos:R:3:forces:R:3
W -0.15532 -0.10626 -0.41444 0.160 0.065 -0.375
S -2.62574 2.83743 -2.33170 -0.022 0.250 0.113
Sb -2.19874 0.57112 -2.71185 0.121 -0.234 0.099
S 0.31950 0.58633 -2.48149 -0.229 -0.100 -0.016
S -2.37876 -0.29117 -0.34764 -0.139 -0.002 -0.238
S 0.33251 -1.45944 3.64695 -0.271 0.057 -0.167
Sb 1.61590 -0.81199 1.99628 1.165 -0.487 1.614
S 0.54993 1.39031 1.04246 -0.304 -0.643 -0.661
S 0.75835 -2.09101 -0.13224 -0.422 0.990 -0.114
S 3.78237 -0.62532 1.73369 -0.060 0.104 -0.255
```
Positions in Å, forces in eV/Å.

The following is a DFT calculation (the ωB97M-V functional and the def2-TZVPD basis) of C4H9NO2 in the gas phase.

Maximum force   0.69 eV/A
Orbital gap   10.2 eV
Charge   0
LUMO   0.60 eV
Energy relative to the best compared isomer or geometry (same formula, charge and spin)   97.3 kJ/mol
Molecular weight   103.1 g/mol

The geometry in XYZ format:
```
16
Properties=species:S:1:pos:R:3:forces:R:3
N -0.01408 -1.55235 1.15238 -0.214 -0.234 0.109
C 0.51514 -0.42305 1.72937 0.334 -0.207 0.339
O 1.41299 -0.45331 2.55419 -0.452 0.007 -0.522
C 0.00173 0.85327 1.10692 0.034 -0.083 -0.361
C 0.52152 0.77853 -0.37996 -0.030 0.242 0.203
C -0.48662 0.42949 -1.48416 0.080 0.579 0.142
O -0.64772 -0.97356 -1.66896 -0.148 -0.038 -0.066
H 0.63364 -2.27989 0.90348 0.055 -0.256 0.453
H -0.74307 -1.44614 0.46325 0.219 0.151 -0.101
H -1.09434 0.91294 1.13200 0.149 -0.109 -0.061
H 0.38764 1.69409 1.70018 0.025 -0.207 -0.491
H 0.96759 1.73246 -0.65996 -0.102 0.127 0.075
H 1.34417 0.05298 -0.43381 -0.143 0.175 -0.032
H -1.46480 0.87693 -1.25331 0.159 0.080 -0.053
H -0.11400 0.87020 -2.41954 -0.114 -0.040 0.131
H -1.21979 -1.07258 -2.44209 0.148 -0.187 0.235
```
Positions in Å, forces in eV/Å.

The following is a DFT calculation (the ωB97M-V functional and the def2-TZVPD basis) of a molecular structure, C5H3Cl2O3 in a non-equilibrium geometry.

Maximum force   3.73 eV/A
Orbital gap   7.9 eV
Charge   -1
LUMO   3.44 eV
Energy relative to the best compared isomer or geometry (same formula, charge and spin)   0.0 kJ/mol
Molecular weight   182.0 g/mol

The geometry in XYZ format:
```
13
Properties=species:S:1:pos:R:3:forces:R:3
C -0.03407 -0.00373 -1.43767 1.713 0.050 0.884
C 1.19069 -2.28888 -0.55572 -0.493 -0.675 0.258
C -1.12212 1.55840 0.47874 2.750 2.192 -1.239
C -0.15381 0.75807 -0.31897 -0.795 -1.164 1.212
C -0.05723 0.69734 1.12555 0.426 1.893 0.439
O 0.08048 -2.58607 -0.31353 -1.693 -0.507 0.700
O 0.87007 -0.87730 -1.66791 0.594 0.004 -0.558
O 2.32096 -2.60009 -0.44567 1.309 0.813 -0.512
Cl -0.63111 -0.40306 2.39794 -0.270 -0.796 -0.634
Cl 1.26938 1.61181 2.00462 0.168 0.143 -0.503
H -0.62490 0.24946 -2.27987 -0.918 0.450 -0.967
H -1.04979 2.69351 0.39910 0.066 -1.502 0.557
H -2.05855 1.19055 0.61338 -2.856 -0.899 0.361
```
Positions in Å, forces in eV/Å.

The following is a DFT calculation (the ωB97M-V functional and the def2-TZVPD basis) of CHBr3OSi in the gas phase in a non-equilibrium geometry.

Maximum force   2.66 eV/A
Orbital gap   9.2 eV
Charge   0
LUMO   -0.14 eV
Energy relative to the best compared isomer or geometry (same formula, charge and spin)   10.9 kJ/mol
Molecular weight   296.8 g/mol

The geometry in XYZ format:
```
7
Properties=species:S:1:pos:R:3:forces:R:3
O 2.04604 1.09367 0.28855 -0.015 -0.072 0.162
C 1.30437 0.24855 0.65041 -2.024 -0.117 -1.723
Si -0.70361 -0.12578 -0.42572 1.762 0.324 1.309
Br -1.71341 -1.58609 0.90977 0.054 0.084 -0.151
Br -1.86254 1.75952 -0.45523 0.170 -0.200 -0.061
Br -0.54580 -0.95970 -2.46524 0.057 0.128 0.230
H 1.47495 -0.43016 1.49746 -0.004 -0.146 0.235
```
Positions in Å, forces in eV/Å.

The following is a DFT calculation (the ωB97M-V functional and the def2-TZVPD basis) of C17H25N3 in the gas phase in a non-equilibrium geometry.

Maximum force   6.00 eV/A
Orbital gap   9.3 eV
Charge   0
LUMO   0.71 eV
Energy relative to the best compared isomer or geometry (same formula, charge and spin)   327.6 kJ/mol
Molecular weight   271.4 g/mol

The geometry in XYZ format:
```
45
Properties=species:S:1:pos:R:3:forces:R:3
C -3.15886 1.91250 5.25362 -0.588 -0.022 -1.236
C -2.12363 1.49401 4.19406 -0.545 0.319 -0.544
C -1.44063 0.27293 4.38441 -0.464 -1.401 1.129
C -0.57275 -0.22761 3.42089 -0.028 -0.481 1.283
C -0.30870 0.55334 2.33706 0.597 -1.166 -2.197
C 0.54733 -0.00614 1.24844 5.713 1.809 0.339
N 1.84500 0.31817 1.36668 -2.959 -0.742 -0.585
C 2.94707 -0.15706 0.46418 -1.206 -1.680 3.903
C 2.70172 -1.54453 -0.08602 -1.346 1.010 -1.516
N 1.80799 -1.38183 -1.28470 -0.437 0.113 -0.100
C 0.58799 -0.98188 -1.17027 1.327 -0.471 1.658
N -0.25034 -0.72349 -2.23259 1.658 -0.185 -0.122
C 0.27012 -1.04097 -3.54497 0.123 1.055 -2.214
C 0.82863 -2.49847 -3.69446 0.960 2.061 -3.061
C 1.36446 0.06283 -3.97728 -2.659 -0.055 2.150
C -0.90364 -0.86356 -4.54723 -0.340 0.302 0.765
C -0.04201 -0.85058 0.19188 -1.955 -0.196 -0.450
C -0.89490 1.74567 2.09943 -2.049 4.271 1.039
C -0.52043 2.67861 0.93695 -1.692 -1.087 0.096
C -1.88129 2.28253 3.02246 2.188 -3.377 1.071
H -2.71118 1.74034 6.23354 -0.309 0.277 0.072
H -3.38949 2.99525 5.06031 0.006 -1.005 0.619
H -4.13636 1.29656 5.17468 1.607 0.995 0.071
H -1.64384 -0.39722 5.31282 0.240 1.506 -1.604
H -0.00694 -1.17975 3.48554 -0.696 0.627 0.351
H 3.85523 -0.03415 1.07933 -0.279 -0.712 0.116
H 3.15544 0.51122 -0.26982 -0.029 2.004 -2.667
H 2.35793 -2.31513 0.59673 -0.514 0.269 0.585
H 3.60926 -1.94844 -0.44538 1.111 -0.334 -0.673
H -1.21912 -0.95215 -2.15061 -0.380 0.016 0.536
H 1.89685 -2.54899 -3.50389 0.028 0.180 -0.095
H 0.39872 -3.09087 -2.98842 -1.504 -2.022 1.745
H 0.64134 -2.85860 -4.76756 0.157 0.308 1.635
H 1.96794 -0.25979 -4.75914 0.975 -0.766 -1.505
H 1.97322 0.14415 -3.06966 0.035 0.665 -0.465
H 0.79455 0.98322 -4.30268 0.931 -0.785 0.711
H -1.25553 0.14561 -4.80143 0.656 0.072 0.424
H -0.51388 -1.30730 -5.40810 0.223 -0.462 -1.806
H -1.83533 -1.38238 -4.33035 0.054 -0.539 0.480
H 0.00158 -1.84191 0.60958 -0.237 -0.821 0.240
H -1.12977 -0.62792 0.07019 0.692 -0.015 0.281
H -1.34435 2.53267 0.20174 0.604 0.575 0.132
H 0.37493 2.34851 0.49799 1.168 -0.402 -0.727
H -0.37949 3.73301 1.17887 -0.397 -0.176 0.312
H -2.26480 3.26960 2.91314 -0.438 0.466 -0.173
```
Positions in Å, forces in eV/Å.

> What is the maximum force in the third record?

0.69 eV/A

> Among the records above, which one has the lowest molecular weight?

C4H9NO2

> The highest molecular weight belongs to which entry?

S7Sb2W

> What is the charge in the first record?

+1